[1]
A single C15H19BrN2OS molecule in a non-equilibrium geometry. Source: the Open Molecules 2025 dataset; level of theory: wB97M-V/def2-TZVPD.

Atoms and positions in Å:
H1 2.26978 2.34928 -3.13317
H2 0.13501 3.33952 -2.79701
C1 -0.16766 -2.85462 1.39417
H3 -2.10506 -2.27787 0.51863
C2 0.51801 -3.29403 0.23338
C3 -1.29707 -1.94526 0.95212
H4 -2.93890 1.01770 -0.99188
H5 -2.47088 -0.65962 -1.36048
H6 -0.67873 3.26512 -0.33187
H7 -0.57953 -3.81766 1.80507
C4 1.90213 2.49705 -2.23342
C5 0.96624 2.09391 0.22550
N1 -1.46675 0.34159 0.21214
C6 0.27043 2.54956 -0.74312
H8 1.61358 -2.40942 -1.40403
H9 3.71051 1.06017 -1.48351
H10 0.52359 -2.67971 2.03572
H11 -0.59737 -1.70330 -1.59722
H12 0.16700 -0.10752 1.14671
H13 0.56003 -0.02448 -1.38699
H14 -3.59493 -0.17498 -0.31249
C7 0.62514 2.93733 -2.02436
N2 -0.76209 1.51582 1.83127
H15 -0.14329 -3.84569 -0.76442
Br1 3.23696 0.56604 1.37427
C8 0.46184 1.97656 1.81497
H16 1.96112 -1.70944 0.15588
S1 -3.14307 2.20682 1.12426
C9 1.18298 -1.93166 -0.83050
C10 2.75332 1.60226 -1.29939
H17 -1.79684 -1.72637 1.96889
C11 2.17764 1.57302 -0.09111
C12 0.17882 -1.05229 -0.89835
C13 -0.65027 -0.64698 0.52655
C14 -2.66714 0.09239 -0.60643
C15 -1.64174 1.45302 1.05378
H18 -1.02782 2.09736 2.82747
H19 1.38192 -3.94991 0.23836
O1 1.13307 2.27625 2.85059

Results
Net charge: 0
SMILES: CN(C(=S)NC(=O)c1ccccc1Br)C1CCCCC1
ΔE to the lowest compared entry with this formula, charge and spin (kJ/mol): 1353.40
Calculated total energy (Eh): -3739.4419
HOMO energy (eV): -8.33
HOMO-LUMO gap (eV): 8.1
LUMO (Ha): -0.0079


[2]
A molecular structure, C15H19F6IrN8O4S2 in a non-equilibrium geometry. Source: the Open Molecules 2025 dataset; level of theory: wB97M-V/def2-TZVPD.

Atoms and positions in Å:
H1 -4.57154 1.18044 -0.00794
H2 -2.86281 -2.10691 -0.16175
S1 2.55745 1.54300 -0.29337
H3 -2.23332 3.09168 -1.70900
C1 -1.77898 0.19507 -1.31071
N1 -3.06235 0.62823 -1.32615
S2 0.83333 2.34374 1.52925
H4 -3.61296 0.88719 -3.32148
C2 2.14793 -1.07213 3.24132
N2 1.60437 -1.55171 2.11883
Ir1 0.75542 -0.53908 0.28714
H5 -0.25582 2.45107 -2.97904
C3 -0.21143 3.88929 1.83557
C4 0.75316 -3.76755 -1.15082
H6 3.60154 -2.02501 4.66431
C5 -2.30948 -1.34829 0.41265
F1 -0.83546 4.11054 0.68373
H7 -4.44822 1.93470 -2.15995
F2 4.47559 1.16408 -1.98383
H8 0.21993 -3.52791 -2.04998
H9 -1.20076 1.51724 -4.12505
H10 -3.99711 -0.70513 1.62749
N3 -1.33124 -0.71751 -0.44502
C6 2.10073 -2.79123 1.92928
C7 4.11119 2.15567 -1.19138
H11 -4.71871 -0.43700 -0.68552
N4 2.94135 -3.10369 2.94724
O1 1.34029 1.78754 2.72855
O2 -0.16226 1.49420 0.85433
C8 1.72382 -3.50479 0.76244
C9 2.99657 -2.04185 3.77431
C10 -2.40722 2.54262 -2.63864
N5 1.93127 2.77565 0.45967
C11 -3.99321 0.29143 -0.28452
H12 -2.72428 3.25873 -3.39613
H13 -0.00930 0.25479 -2.27785
N6 1.02971 -2.86110 -0.20031
C12 -3.28101 -0.28220 0.92487
H14 3.46378 -3.96275 3.08043
H15 1.26335 -5.94549 -1.27453
C13 -1.14592 1.81622 -3.06543
H16 -1.79738 -1.85448 1.23339
C14 1.28366 -4.99535 -0.77313
F3 3.80313 3.21674 -1.89779
H17 -2.71049 0.49743 1.43450
H18 2.36219 -5.53070 0.94524
N7 -0.94899 0.64072 -2.26829
O3 1.65088 1.04463 -1.33002
F4 -1.11067 3.55229 2.74072
H19 1.93232 -0.08667 3.61202
N8 1.89607 -4.80371 0.41188
F5 0.47116 4.93457 2.20181
F6 5.04458 2.42448 -0.31551
O4 2.91331 0.45299 0.59132
C15 -3.48714 1.48526 -2.40916

Results
Multiplicity: 2
Net charge: +3
ΔE to the lowest compared entry with this formula, charge and spin (kJ/mol): 422.11
Calculated total energy (Eh): -2820.7797
HOMO energy (spin up / spin down) (eV): -17.24 / -17.24
HOMO-LUMO gap (spin up / spin down) (eV): 5.1 / 4.1
LUMO (spin up / spin down) (Ha): -0.4475 / -0.4845


[3]
A single C15H19N3O3S molecule in a non-equilibrium geometry. Source: the Open Molecules 2025 dataset; level of theory: wB97M-V/def2-TZVPD.

Atoms and positions in Å:
O1 -0.48732 2.67802 -3.08602
C1 -0.32124 -0.40809 -2.71352
H1 3.05794 -2.99118 -0.49361
C2 0.24998 2.02715 -2.04871
H2 0.71864 3.11537 1.25364
N1 0.25313 0.20043 -0.41848
C3 -1.90792 3.13653 1.65046
H3 0.53005 -0.19322 -3.35221
N2 -1.10281 2.18390 1.05310
H4 -1.47452 0.86639 -1.41389
C4 -0.41867 0.68471 -1.66459
S1 -0.00919 -2.02605 -1.80541
O2 -1.50731 4.28335 1.73009
H5 0.97853 0.71972 1.56319
C5 0.21071 2.43608 0.53667
C6 2.39827 -3.61926 0.04776
H6 -0.38605 -3.53030 2.14884
C7 0.22768 3.04365 -0.87395
H7 -3.94415 3.72289 2.15134
H8 0.00357 -5.94050 2.14101
H9 1.18273 3.61235 -0.91827
C8 1.24686 -3.07573 0.70770
C9 0.40707 -3.92329 1.51664
C10 1.75996 -5.78466 0.88243
N3 0.98510 -1.70905 0.69622
H10 -1.52257 1.27555 0.91043
H11 -3.32340 2.49572 3.23056
C11 0.45136 -1.14501 -0.36367
H12 -0.95956 3.40306 -2.64087
H13 3.50565 -5.48517 -0.37484
H14 1.95966 -6.84737 0.93104
H15 -1.18359 -0.43339 -3.35497
O3 -0.87684 3.96032 -1.05607
H16 1.30480 1.84644 -2.40877
C12 0.66588 -5.27184 1.57469
H17 -1.07543 4.46032 -0.21913
C13 -3.32712 2.80768 2.17225
H18 1.95116 1.29000 0.12570
H19 -3.78759 2.01485 1.56313
C14 0.93257 1.12527 0.52468
C15 2.63397 -5.00567 0.09539

Results
Net charge: 0
SMILES: CC(=O)N[C@H]1CN2/C(=N/c3ccccc3)SC[C@@H]2[C@@H](O)[C@H]1O
ΔE to the lowest compared entry with this formula, charge and spin (kJ/mol): 202.39
Calculated total energy (Eh): -1371.1709
HOMO energy (eV): -8.02
HOMO-LUMO gap (eV): 8.5
LUMO (Ha): 0.0176


[4]
2 unconnected molecules or ions with the total composition C15H19N3OS2 in a non-equilibrium geometry. Source: the Open Molecules 2025 dataset; level of theory: wB97M-V/def2-TZVPD.

Atoms and positions in Å:
H1 1.56445 -0.95775 3.14826
C1 -3.83619 -1.10050 0.96153
C2 0.10125 -1.39594 1.68320
C3 2.54750 -1.05400 1.43442
H2 -3.85901 -1.26506 -1.43944
N1 1.17036 1.45972 -0.89619
H3 1.17260 -1.42441 -1.95091
H4 -4.41050 -0.53129 1.92340
S1 0.56222 2.18633 1.54782
H5 -0.74399 -1.82032 -0.31701
H6 3.63854 -1.52761 -1.87482
C4 1.19186 -1.44875 -0.46233
H7 -5.02752 1.21608 -0.00983
H8 4.64030 -1.33990 -0.31436
H9 -5.44488 -0.90145 -0.51240
C5 3.81760 0.43809 -1.50187
C6 1.40221 -1.23345 2.01756
C7 -4.28964 0.83906 -0.82188
H10 -4.99954 0.78453 -1.75934
H11 3.25250 2.30684 1.22854
O1 5.23510 1.59426 0.31528
C8 2.59590 -1.11973 -0.12804
H12 -4.11742 -2.03692 1.16419
H13 2.94856 0.61126 -1.81582
H14 -2.84852 -0.81266 0.95316
H15 4.60638 0.51142 -1.92698
C9 1.63590 2.00194 0.24750
C10 -2.99913 1.31140 -0.96457
H16 -2.32286 0.46282 -1.52715
C11 3.66460 -1.07320 -0.84796
H17 -3.12856 2.16333 -1.48982
H18 3.45571 -0.93176 1.88590
C12 -4.30085 -0.76033 -0.49648
N2 -0.24631 1.52084 -0.94412
C13 4.13417 1.12878 -0.28622
H19 -0.65067 -1.77042 2.14435
N3 2.92387 1.96362 0.38833
C14 -0.70689 1.81408 0.18090
C15 0.12114 -1.51770 0.20932
S2 -2.45026 1.70874 0.85392

Results
Net charge: 0
ΔE to the lowest compared entry with this formula, charge and spin (kJ/mol): 1260.89
Calculated total energy (Eh): -1618.3952
HOMO energy (eV): -8.28
HOMO-LUMO gap (eV): 8.2
LUMO (Ha): -0.0042


[5]
A single C15H19N5O4S2 molecule in a non-equilibrium geometry. Source: the Open Molecules 2025 dataset; level of theory: wB97M-V/def2-TZVPD.

Atoms and positions in Å:
C1 3.24601 -0.22740 -0.31930
C2 -1.07915 -1.74271 -1.44228
C3 0.11794 1.86198 0.20006
H1 3.27208 0.57769 3.24714
H2 1.07998 2.90054 -1.41071
H3 -0.63650 -2.66862 -1.84556
H4 2.59227 -2.91364 -2.22160
C4 0.16498 2.43890 -1.07020
C5 -2.11528 1.15920 -0.24304
C6 1.56703 1.00102 1.98813
H5 -2.49912 -2.90224 1.60163
N1 1.29764 1.83551 0.94886
H6 0.03543 -1.69854 1.61838
N2 3.01196 -1.09478 -1.34363
C7 -2.57238 -1.98045 -1.11245
H7 -3.22186 -1.49029 -1.83663
N3 -2.91885 -1.45146 0.17810
H8 -2.22479 -1.21941 2.08405
C8 2.90540 -2.52041 -1.25664
H9 2.10458 2.17092 0.42462
H10 3.68824 1.58560 1.81619
C9 2.87381 -0.27840 -2.42333
O1 -4.49844 0.20373 -0.78804
C10 -1.05717 1.25919 0.63436
H11 3.86703 -2.95640 -0.97864
H12 -0.95314 -0.94214 -2.17419
H13 -0.39572 -3.14007 0.65210
C11 -0.63058 -2.08129 0.84378
H14 -1.13417 0.84060 1.62180
C12 -0.93384 2.38257 -1.90662
S1 -3.49241 0.11798 0.23062
C13 -2.07855 1.70835 -1.50794
O2 0.74710 0.42471 2.66687
H15 -0.88434 2.83542 -2.88507
O3 -3.85350 0.37169 1.59160
C14 -2.10704 -1.93276 1.26994
S2 3.48488 -0.75831 1.31692
H16 -2.79402 -3.05392 -1.11082
C15 3.05974 0.78536 2.19973
N4 3.25273 1.00612 -0.76043
H17 2.67910 -0.62612 -3.41595
H18 2.16913 -2.78111 -0.49467
H19 -2.93709 1.59999 -2.15097
O4 -0.34359 -1.32195 -0.31316
N5 3.01202 0.96482 -2.07968

Results
Net charge: 0
SMILES: Cn1cnnc1SCC(=O)Nc1cccc(S(=O)(=O)N2CCOCC2)c1
ΔE to the lowest compared entry with this formula, charge and spin (kJ/mol): 172.56
Calculated total energy (Eh): -1954.0931
HOMO energy (eV): -8.69
HOMO-LUMO gap (eV): 9.0
LUMO (Ha): 0.0116